Density functional theory data (wB97M-V/def2-TZVPD) for a structure of composition C44H35Br2GeN7O2PtS3.

Summary:
Total charge ... +1
HOMO (spin up / spin down) ... -9.69 / -9.69 eV
2S+1 ... 2
E ... -293070.590 eV
Gap between HOMO and LUMO (spin up / spin down) ... 6.53 / 6.39 eV

```
95
Properties=species:S:1:pos:R:3:mulliken_charge:R:1
Pt -0.73 -0.39 0.96 1.514
Br -1.18 -0.31 7.61 -0.119
C -1.15 -0.31 5.74 -0.648
C -0.59 0.75 5.04 -0.754
C -0.55 0.65 3.67 0.082
N -1.04 -0.39 2.99 1.197
C -1.67 -1.38 3.65 0.877
C -1.70 -1.37 5.04 -0.917
C -2.37 -2.44 2.88 0.764
C -3.20 -3.36 3.53 -1.244
C -3.86 -4.31 2.78 -0.224
Br -4.99 -5.56 3.63 -0.132
C -3.70 -4.34 1.41 -1.002
C -2.88 -3.39 0.85 -0.332
N -2.23 -2.46 1.56 0.521
H -0.17 1.61 5.54 0.546
H -0.09 1.43 3.08 0.256
H -2.15 -2.17 5.59 0.574
H -3.37 -3.34 4.60 0.513
H -4.21 -5.07 0.79 0.440
H -2.72 -3.35 -0.22 0.489
C 3.37 -4.67 2.71 -0.614
C 3.95 -4.14 1.57 -0.784
C 3.47 -2.95 1.02 -0.078
C 2.40 -2.28 1.61 0.417
C 1.83 -2.82 2.76 -0.794
C 2.31 -4.00 3.31 -0.763
Ge 1.55 -0.59 1.11 -0.106
C 3.23 -0.13 -1.54 0.144
C 3.39 -1.46 -2.20 -0.213
C 4.00 -1.59 -3.40 -0.720
C 4.43 -0.47 -4.14 -0.737
C 4.16 0.82 -3.65 -0.533
C 3.56 1.02 -2.45 -0.634
C 2.58 0.88 1.87 0.844
C 2.08 2.18 1.80 0.943
C 2.83 3.24 2.29 -1.541
C 4.08 3.01 2.85 -0.688
C 4.58 1.71 2.93 -0.757
C 3.83 0.65 2.44 -0.243
H 3.74 -5.59 3.13 0.394
H 4.79 -4.64 1.10 0.438
H 3.98 -2.54 0.16 0.453
H 0.99 -2.33 3.25 0.179
H 1.86 -4.40 4.21 0.462
H 3.02 -2.34 -1.68 0.457
H 4.14 -2.59 -3.82 0.455
H 4.92 -0.60 -5.09 0.402
H 4.43 1.69 -4.24 0.478
H 3.35 2.01 -2.08 0.477
H 1.12 2.37 1.34 0.026
H 2.45 4.25 2.21 0.521
H 4.67 3.84 3.23 0.405
H 5.55 1.53 3.37 0.440
H 4.22 -0.36 2.52 0.450
N 1.86 0.02 -0.90 0.433
C 0.72 -0.37 -1.67 0.565
N -0.42 -0.47 -1.07 0.353
C -1.46 -0.69 -1.98 -0.096
C -2.82 -0.77 -1.68 -0.652
C -3.70 -0.98 -2.72 -1.135
C -3.25 -1.11 -4.04 -0.681
C -1.90 -1.03 -4.35 -0.616
C -1.02 -0.81 -3.30 0.524
S 0.71 -0.62 -3.37 -0.141
H 3.90 -0.07 -0.67 0.568
H 1.71 1.05 -0.79 -0.269
H -3.16 -0.62 -0.67 0.508
H -4.76 -1.02 -2.52 0.474
H -3.96 -1.27 -4.84 0.422
H -1.55 -1.13 -5.37 0.500
N -3.30 3.12 -6.10 -0.584
C -2.53 3.23 -4.96 1.127
C -3.00 3.94 -3.85 -0.888
C -2.25 4.00 -2.69 -0.566
C -1.02 3.35 -2.61 -0.504
C -0.54 2.66 -3.71 -0.280
C -1.28 2.60 -4.88 -0.946
S -0.14 3.35 -1.09 0.967
O 1.19 2.81 -1.37 -0.587
O -0.23 4.67 -0.52 -0.706
N -0.80 2.24 -0.18 -0.119
C -1.94 2.28 0.51 0.266
S -2.84 3.68 1.04 -0.062
C -3.92 2.65 1.94 -0.723
C -3.54 1.36 1.80 -1.034
N -2.45 1.14 0.99 -0.137
H -4.02 3.81 -6.22 0.226
H -2.81 2.91 -6.95 0.230
H -3.95 4.45 -3.90 0.325
H -2.60 4.58 -1.84 0.485
H 0.44 2.20 -3.66 0.853
H -0.89 2.07 -5.74 0.329
H -4.76 3.05 2.48 0.479
H -4.06 0.52 2.25 0.510
```

Density functional theory data (wB97M-V/def2-TZVPD) for the ion C3H8N5 with charge +1 at a distorted geometry.

Summary:
Total charge ... +1
HOMO ... -11.84 eV
2S+1 ... 1
E ... -10679.912 eV
Gap between HOMO and LUMO ... 8.33 eV
Structure (SMILES) ... [H]/N=C/C([NH3+])=C\N=N\N

```
16
Properties=species:S:1:pos:R:3:mulliken_charge:R:1
C -0.82 1.40 -0.12 -0.072
C -0.05 -0.99 -0.04 -0.326
C -1.17 -0.18 0.00 0.003
N 1.18 -0.59 0.09 0.119
N 0.32 1.76 0.06 -0.441
N 2.27 -0.41 -0.45 -0.175
N 3.37 -0.24 0.23 -0.245
N -2.47 -0.66 -0.04 -0.202
H -1.79 1.92 -0.33 0.173
H -0.32 -2.06 -0.07 0.319
H 0.42 2.73 0.02 0.263
H 4.21 -0.06 -0.34 0.283
H 3.43 -0.35 1.18 0.213
H -3.14 0.15 -0.21 0.383
H -2.76 -1.08 0.77 0.346
H -2.67 -1.33 -0.75 0.359
```

In order of appearance, energy above the lowest of the compared OMol25 structures with the same formula, charge and spin = 29.9 105.3 kcal per mole.